# C5H6OS

C5H6OS as an isolated structure (ωB97M-V/def2-TZVPD, the Open Molecules 2025 dataset).

lowest unoccupied orbital energy	0.0279	hartree
energy above the lowest of the compared OMol25 structures with the same formula, charge and spin	179.3	kJ/mol
largest force on an atom	0.58	eV/A

Each line ends with the Mulliken charge.
Atoms and positions in Å:
C -0.8166 -0.7395 -0.0706  -0.509
C -0.3338 0.4898 -0.8730  -0.074
C 0.2383 -0.2916 0.9932  -0.174
C 1.5249 -0.3150 0.1558  -0.479
C 1.1537 0.1841 -1.0183  -0.584
H -1.1253 -2.6231 -0.2240  0.335
H -1.8428 -0.6272 0.3021  0.366
H -0.8859 0.8924 -1.7322  0.527
H 0.2549 -0.6875 2.0124  0.541
H 2.4908 -0.6552 0.4961  0.415
H 1.7400 0.3747 -1.9066  0.391
O -0.6234 -1.9685 -0.7193  -0.505
S -0.3902 1.4443 0.7302  -0.250